Below is C6H9NO in the gas phase at a distorted geometry, with properties calculated with ωB97M-V/def2-TZVPD.

Last column: Mulliken charge in e.
Cartesian coordinates (Å):
O: 2.773 -0.794 0.722  -0.67
C: 1.688 -1.402 0.985  0.01
C: 0.410 -1.617 0.018  -0.82
C: 0.383 -0.552 1.044  -0.14
C: 0.666 0.830 0.493  -0.85
C: -0.338 1.170 -0.526  -0.11
N: -1.444 0.501 -0.871  -0.23
C: -2.398 1.087 -1.495  -0.24
H: 1.723 -2.288 1.636  0.35
H: 0.692 -1.296 -0.983  0.32
H: -0.307 -2.402 0.204  0.29
H: -0.420 -0.584 1.774  0.40
H: 0.698 1.589 1.282  0.44
H: 1.714 0.954 0.164  0.35
H: -0.142 2.155 -0.971  0.38
H: -3.237 0.488 -1.833  0.27
H: -2.462 2.162 -1.643  0.22

Highest occupied orbital energy = -6.6 eV
E = -9898.755 eV
Total charge = 0
Energy above the lowest of the compared OMol25 structures with the same formula, charge and spin = 6.849 eV

---

Below is 12 unconnected molecules or ions with the total composition C16H40Br8N8O16 at a distorted geometry, with properties calculated with ωB97M-V/def2-TZVPD.

Last column: Mulliken charge in e.
Cartesian coordinates (Å):
C: 17.285 14.222 -22.344  -0.83
N: 16.649 14.364 -21.035  0.89
O: 15.415 14.355 -20.988  -0.47
O: 17.413 14.357 -20.059  -0.44
H: 17.079 15.127 -22.915  0.33
H: 16.962 13.275 -22.776  0.26
H: 18.368 14.144 -22.249  0.28
C: 15.253 13.006 -17.992  -0.14
N: 14.422 14.224 -17.942  1.06
O: 13.520 14.293 -18.751  -0.54
O: 14.758 15.172 -17.227  -0.59
H: 14.879 12.345 -18.774  -0.20
H: 15.167 12.438 -17.066  0.45
H: 16.320 13.157 -18.155  -0.09
C: 23.587 11.863 -20.722  -0.69
N: 22.254 12.395 -20.997  0.79
O: 21.940 13.495 -20.567  -0.53
O: 21.457 11.650 -21.601  -0.36
H: 24.100 12.006 -21.673  0.30
H: 23.373 10.847 -20.390  0.22
H: 23.927 12.452 -19.871  0.30
C: 12.632 12.112 -20.566  -0.74
N: 13.551 11.145 -21.277  0.74
O: 13.127 10.359 -22.133  -0.59
O: 14.748 11.154 -20.977  -0.29
H: 11.647 11.985 -21.015  0.32
H: 13.118 13.068 -20.760  0.29
H: 12.590 11.922 -19.493  0.25
C: 16.317 8.155 -16.737  -0.40
N: 15.659 8.951 -17.845  0.76
O: 16.130 8.768 -18.952  -0.15
O: 14.762 9.747 -17.583  -0.57
H: 15.480 7.752 -16.166  0.36
H: 17.090 8.577 -16.095  -0.03
H: 16.883 7.349 -17.204  0.08
C: 15.340 7.953 -21.968  -0.14
N: 14.617 6.888 -21.239  0.92
O: 15.147 6.259 -20.292  -0.51
O: 13.483 6.638 -21.683  -0.55
H: 14.663 8.753 -22.267  0.10
H: 15.852 7.558 -22.846  0.35
H: 16.028 8.374 -21.235  -0.24
C: 22.693 6.718 -20.355  -0.47
N: 24.094 7.260 -20.374  0.94
O: 24.915 6.582 -19.855  -0.55
O: 24.283 8.386 -20.784  -0.57
H: 22.724 5.639 -20.506  0.29
H: 22.100 7.330 -21.034  0.18
H: 22.485 6.991 -19.320  0.18
C: 20.586 14.015 -17.774  -0.57
N: 19.760 14.671 -16.710  0.93
O: 19.080 15.700 -17.008  -0.51
O: 20.017 14.397 -15.544  -0.55
H: 21.613 14.036 -17.410  0.36
H: 20.477 14.619 -18.674  0.39
H: 20.270 12.995 -17.996  -0.08
Br: 19.149 5.870 -18.710  -0.17
C: 17.834 5.363 -20.099  -0.08
C: 18.575 4.315 -21.065  -0.76
Br: 17.389 3.603 -22.525  -0.19
H: 17.547 6.212 -20.719  -0.11
H: 16.935 4.907 -19.683  0.52
H: 18.920 3.441 -20.512  0.46
H: 19.432 4.867 -21.450  0.35
Br: 18.706 8.358 -22.491  -0.22
C: 19.168 9.283 -20.754  -0.48
C: 18.363 10.673 -20.718  -0.43
Br: 18.388 11.268 -18.793  -0.16
H: 20.238 9.481 -20.818  0.35
H: 18.863 8.640 -19.929  0.29
H: 17.370 10.506 -21.135  0.26
H: 18.712 11.430 -21.420  0.41
Br: 20.275 13.502 -27.031  -0.17
C: 21.570 12.355 -25.980  -0.60
C: 20.819 11.104 -25.435  -0.66
Br: 19.344 11.486 -24.236  -0.01
H: 21.874 12.906 -25.090  0.31
H: 22.483 11.961 -26.426  0.44
H: 21.544 10.614 -24.784  0.30
H: 20.571 10.435 -26.259  0.43
Br: 21.156 9.550 -17.732  -0.08
C: 20.341 9.807 -15.938  -0.42
C: 19.990 8.497 -15.361  -0.47
Br: 18.638 8.844 -13.922  -0.18
H: 19.516 10.483 -16.163  0.23
H: 21.067 10.353 -15.336  0.39
H: 20.856 7.997 -14.928  0.48
H: 19.537 7.777 -16.044  0.07

Highest occupied orbital energy = -10.2 eV
E = -622237.781 eV
Total charge = 0
Energy above the lowest of the compared OMol25 structures with the same formula, charge and spin = 1.693 eV

---

Below is a molecular structure, C3H4ClNS at a distorted geometry, with properties calculated with ωB97M-V/def2-TZVPD.

Last column: Mulliken charge in e.
Cartesian coordinates (Å):
C: -0.637 -0.214 0.216  0.02
C: 0.018 1.130 0.032  -0.72
C: 0.505 -1.213 0.053  -0.23
H: -1.085 -0.312 1.154  0.33
H: 0.295 1.507 1.032  0.29
H: -0.618 1.818 -0.403  0.42
H: 0.536 -2.134 0.571  0.42
N: 1.508 -0.854 -0.642  -0.36
S: 1.434 0.706 -1.025  0.02
Cl: -1.956 -0.434 -0.988  -0.19

Highest occupied orbital energy = -8.7 eV
E = -28022.702 eV
Total charge = 0
Energy above the lowest of the compared OMol25 structures with the same formula, charge and spin = 0.401 eV

---

Below is a gas-phase ion, C2H5O3Si (charge -1) at a distorted geometry, with properties calculated with ωB97M-V/def2-TZVPD.

Last column: Mulliken charge in e.
Cartesian coordinates (Å):
O: 2.299 1.058 1.418  -0.76
C: 1.394 0.946 0.553  0.74
C: 0.103 1.396 0.579  -0.65
O: -0.190 2.266 1.676  -0.55
O: 1.599 -0.173 -0.378  -0.28
Si: 0.204 -0.993 -0.598  0.56
H: -0.446 1.776 -0.243  0.31
H: 0.306 1.836 2.442  0.31
H: -0.763 -0.600 -1.554  -0.20
H: 0.823 -2.317 -0.794  -0.25
H: -0.454 -1.255 0.527  -0.21

Highest occupied orbital energy = -2.6 eV
E = -16174.982 eV
Total charge = -1
Energy above the lowest of the compared OMol25 structures with the same formula, charge and spin = 3.377 eV

---

Below is a molecular structure, C52H40NiO2PS2 at a distorted geometry, with properties calculated with ωB97M-V/def2-TZVPD.

Last column: Löwdin spin population.
Cartesian coordinates (Å):
Ni: 0.059 0.006 0.674  1.49
C: 1.723 -0.864 -4.580  0.00
C: 1.264 0.360 -4.119  0.00
C: 1.431 0.716 -2.788  0.00
C: 2.097 -0.145 -1.920  0.00
C: 2.584 -1.364 -2.394  0.00
C: 2.388 -1.725 -3.717  0.00
P: 2.294 0.186 -0.139  0.06
C: 4.094 0.319 0.088  0.03
C: 4.869 0.936 -0.892  0.00
C: 6.223 1.134 -0.672  0.00
C: 6.807 0.713 0.516  0.00
C: 6.040 0.085 1.485  0.00
C: 4.684 -0.111 1.273  0.00
C: 1.699 1.886 0.095  0.03
C: 2.419 3.042 0.391  0.00
C: 1.717 4.231 0.516  0.01
C: 0.334 4.260 0.364  0.01
C: -0.386 3.090 0.142  0.04
C: 0.297 1.884 0.054  0.17
H: 1.569 -1.146 -5.614  0.00
H: 0.782 1.047 -4.803  0.00
H: 1.053 1.663 -2.427  0.00
H: 3.102 -2.032 -1.718  0.00
H: 2.749 -2.680 -4.077  0.00
H: 4.414 1.262 -1.819  0.00
H: 6.826 1.619 -1.427  0.00
H: 7.863 0.876 0.685  0.00
H: 6.499 -0.252 2.405  0.00
H: 4.082 -0.604 2.027  0.00
H: 3.495 3.007 0.513  0.00
H: 2.249 5.147 0.738  0.00
H: -0.194 5.203 0.435  0.00
H: -1.467 3.127 0.081  0.00
C: -8.799 0.150 0.008  0.00
C: -7.318 -0.094 0.014  0.00
C: -6.749 -1.079 0.814  0.00
C: -5.380 -1.295 0.803  0.00
C: -4.564 -0.523 -0.012  0.00
C: -5.111 0.471 -0.810  0.00
C: -6.477 0.677 -0.793  0.00
S: -2.818 -0.921 0.071  0.01
O: -2.059 0.316 0.485  0.04
C: -2.442 -1.141 -1.668  0.00
C: -2.305 -0.032 -2.520  0.00
C: -2.138 -0.245 -3.854  0.00
C: -2.080 -1.558 -4.379  0.00
C: -2.001 -1.786 -5.772  0.00
C: -1.906 -3.054 -6.271  0.00
C: -1.827 -4.153 -5.395  0.00
C: -1.895 -3.967 -4.044  0.00
C: -2.081 -2.674 -3.497  0.00
C: -2.273 -2.441 -2.098  0.00
C: -2.202 -3.575 -1.126  0.00
C: -3.144 -4.647 -1.167  0.00
C: -4.334 -4.563 -1.930  0.00
C: -5.226 -5.597 -1.936  0.00
C: -4.968 -6.768 -1.197  0.00
C: -3.839 -6.870 -0.436  0.00
C: -2.909 -5.805 -0.378  0.00
C: -1.762 -5.870 0.450  0.00
C: -0.931 -4.798 0.563  0.00
C: -1.178 -3.646 -0.205  0.01
S: -0.088 -2.235 0.081  0.04
O: 1.294 -2.742 0.021  0.01
C: -0.458 -2.060 1.883  0.00
C: -1.602 -2.531 2.523  0.00
C: -1.773 -2.325 3.879  0.00
C: -0.822 -1.645 4.640  0.00
C: -0.976 -1.500 6.126  0.00
C: 0.310 -1.166 3.994  0.00
C: 0.499 -1.367 2.631  0.00
H: -9.314 -0.499 0.712  0.00
H: -9.208 -0.035 -0.986  0.00
H: -9.017 1.188 0.261  0.00
H: -7.377 -1.688 1.452  0.00
H: -4.943 -2.064 1.430  0.00
H: -4.477 1.081 -1.439  0.00
H: -6.902 1.449 -1.422  0.00
H: -2.325 0.965 -2.097  0.00
H: -2.044 0.596 -4.529  0.00
H: -2.022 -0.932 -6.438  0.00
H: -1.873 -3.218 -7.340  0.00
H: -1.708 -5.150 -5.799  0.00
H: -1.815 -4.814 -3.379  0.00
H: -4.536 -3.657 -2.487  0.00
H: -6.143 -5.516 -2.505  0.00
H: -5.680 -7.582 -1.224  0.00
H: -3.641 -7.762 0.146  0.00
H: -1.570 -6.777 1.009  0.00
H: -0.063 -4.812 1.210  0.00
H: -2.347 -3.094 1.981  0.00
H: -2.663 -2.710 4.362  0.00
H: -1.942 -1.874 6.461  0.00
H: -0.875 -0.459 6.433  0.00
H: -0.200 -2.071 6.637  0.00
H: 1.070 -0.647 4.566  0.00
H: 1.467 -1.158 2.192  0.00

Highest occupied orbital energy (spin up / spin down) = -10.3 / -10.5 eV
E = -130663.420 eV
Total charge = +1
Energy above the lowest of the compared OMol25 structures with the same formula, charge and spin = 1.243 eV
2S+1 = 3
Expectation value of S² = 2.01